Record 1
124
Properties=species:S:1:pos:R:3:forces:R:3:lowdin_charge:R:1 method="wB97M-V/def2-TZVPD" multiplicity=3 charge=-1 homo_ev="-4.40 / -4.54" homo_lumo_gap_ev="6.6117 / 6.7781" lumo_energy_ev="2.212 / 2.235"
V 0.2862 -0.1783 -1.1435 -0.4262 -0.2439 -1.3671 0.619
C -4.0053 -0.1673 4.9835 0.0127 0.0478 -0.0097 -0.053
C -3.7367 -1.3245 4.0104 0.0539 0.0672 -0.0304 -0.560
C -5.0611 -2.0369 3.7052 -0.0176 -0.0541 -0.0322 -0.058
C -2.8076 -2.3254 4.6988 0.0335 -0.0311 0.0209 -0.073
C -3.1230 -0.7741 2.7182 0.0218 0.0294 0.0109 -0.177
C -1.8072 -1.0295 2.3550 0.1425 0.1190 0.1370 0.039
C -1.2955 -0.4818 1.1812 0.2173 -0.2657 -0.2393 -0.185
N -0.0302 -0.6719 0.6297 0.0227 -0.0833 1.2694 -0.065
C 0.9266 -1.5946 1.1104 -0.5829 -0.0984 -0.3651 -0.248
C 1.4263 -1.6943 2.3909 -0.0446 -0.0275 0.1334 0.014
C 2.4354 -2.6181 2.6560 -0.0073 -0.0278 -0.0081 -0.168
C 2.8312 -3.4559 1.6212 0.0086 -0.0993 0.0283 0.005
C 2.3352 -3.3970 0.3149 0.1009 -0.0933 -0.1794 -0.078
C 1.4100 -2.3880 0.0484 -0.2129 0.1631 -0.0679 -0.286
O 0.9200 -2.0269 -1.1655 0.1707 -0.4028 0.2235 -0.357
C 2.8466 -4.4447 -0.6907 0.0244 0.1366 0.0483 -0.528
C 4.3699 -4.3311 -0.8405 0.0701 0.0384 0.0332 -0.050
C 2.4837 -5.8378 -0.1553 0.0049 -0.0577 0.0306 -0.055
C 2.2368 -4.3198 -2.0891 -0.0113 -0.0051 0.0072 -0.066
C 3.1236 -2.7231 4.0175 -0.0185 -0.0171 -0.0253 -0.557
C 2.7945 -4.0755 4.6652 0.0067 -0.0348 0.0327 -0.052
C 4.6449 -2.6076 3.8292 0.0434 0.0092 -0.0304 -0.047
C 2.6725 -1.6127 4.9673 -0.0025 0.0478 0.0244 -0.073
C -2.1239 0.2157 0.2891 0.1582 0.0754 -0.4372 -0.252
O -1.5525 0.4596 -0.9155 -0.4216 -0.0590 0.3756 -0.267
C -3.4450 0.5240 0.6527 -0.0726 -0.0028 -0.0312 -0.085
C -3.8977 0.0250 1.8742 -0.0071 0.0455 0.0194 0.000
C -4.3713 1.3221 -0.2707 0.0976 -0.0563 -0.0157 -0.525
C -3.7671 2.7105 -0.5092 -0.0343 0.0472 0.0534 -0.035
C -5.7639 1.5232 0.3262 -0.0890 -0.0107 0.0288 -0.078
C -4.5373 0.5754 -1.6045 -0.0045 -0.0021 -0.0209 -0.037
H -4.4600 -0.5344 5.9104 0.0223 0.0070 -0.0498 0.079
H -3.0709 0.3418 5.2332 -0.0365 -0.0071 0.0013 0.086
H -4.6783 0.5700 4.5386 0.0263 -0.0364 0.0252 0.077
H -5.4630 -2.4953 4.6145 0.0014 0.0275 -0.0269 0.078
H -5.8133 -1.3475 3.3162 0.0456 -0.0322 0.0121 0.072
H -4.9086 -2.8215 2.9603 -0.0152 0.0083 0.0320 0.090
H -3.3013 -2.7307 5.5865 0.0263 0.0082 -0.0195 0.079
H -2.5579 -3.1582 4.0360 -0.0151 0.0330 0.0414 0.090
H -1.8741 -1.8558 5.0215 -0.0603 -0.0248 -0.0287 0.079
H -1.1640 -1.6554 2.9584 -0.0247 0.0283 -0.0117 0.091
H 1.0510 -1.0219 3.1516 0.0358 0.0118 -0.0142 0.105
H 3.5898 -4.2031 1.8333 -0.0385 0.0584 -0.0186 0.101
H 4.8893 -4.5092 0.1060 -0.0535 0.0129 -0.0815 0.077
H 4.7296 -5.0694 -1.5680 -0.0304 0.0641 0.0689 0.083
H 4.6528 -3.3322 -1.1828 -0.0095 -0.0582 0.0060 0.045
H 2.9498 -6.0319 0.8139 -0.0311 -0.0027 -0.0614 0.072
H 1.4010 -5.9323 -0.0323 0.0419 -0.0059 -0.0095 0.089
H 2.8221 -6.6081 -0.8563 -0.0081 0.0272 0.0365 0.079
H 2.4836 -3.3650 -2.5510 -0.0076 -0.0124 0.0098 0.064
H 2.6389 -5.1244 -2.7135 -0.0233 0.0110 0.0087 0.083
H 1.1499 -4.4183 -2.0561 0.0278 -0.0195 0.0073 0.077
H 3.0980 -4.9033 4.0192 -0.0176 0.0460 0.0405 0.075
H 3.3160 -4.1811 5.6238 -0.0382 0.0100 -0.0631 0.080
H 1.7191 -4.1649 4.8445 0.0570 -0.0021 -0.0120 0.085
H 5.0534 -3.4832 3.3179 -0.0322 0.0711 0.0227 0.077
H 4.8988 -1.7324 3.2254 -0.0190 -0.0313 0.0662 0.092
H 5.1429 -2.5231 4.8010 -0.0167 -0.0306 -0.0462 0.078
H 1.6071 -1.6903 5.2031 0.0477 0.0139 -0.0266 0.077
H 3.2288 -1.6861 5.9060 -0.0344 0.0006 -0.0274 0.080
H 2.8595 -0.6239 4.5386 -0.0007 -0.0544 0.0368 0.087
H -4.9120 0.2519 2.1776 0.0530 -0.0374 -0.0315 0.086
H -3.7018 3.2611 0.4344 -0.0204 -0.0209 -0.0445 0.090
H -2.7663 2.6303 -0.9190 0.0301 -0.0070 0.0081 0.045
H -4.3820 3.2864 -1.2116 0.0363 -0.0401 0.0442 0.088
H -5.7221 2.0591 1.2792 -0.0109 -0.0242 -0.0660 0.084
H -6.3630 2.1204 -0.3686 0.0258 -0.0372 0.0413 0.082
H -6.2818 0.5720 0.4845 0.0322 0.0682 -0.0053 0.083
H -3.5718 0.3916 -2.0737 -0.0457 0.0061 0.0322 0.061
H -5.0233 -0.3911 -1.4373 0.0175 0.0562 -0.0117 0.089
H -5.1595 1.1620 -2.2911 0.0281 -0.0367 0.0494 0.080
S 4.1768 0.8654 -3.0793 -0.0299 0.0219 0.0948 -0.069
Sb 5.3714 1.0107 -0.8049 0.0485 0.0222 -0.0441 0.370
S 2.8286 -0.4022 -2.1011 0.5502 0.0357 -0.2130 -0.011
S 2.8764 0.5015 -0.2362 0.5244 -0.0903 0.2971 0.043
S 6.4224 -0.9490 -0.5480 -0.0556 0.0673 -0.0412 -0.288
N -0.2336 -2.5466 -3.6449 -0.0496 0.2064 -0.0941 0.151
C 0.0481 -1.4607 -4.4269 -0.1011 -0.0705 0.1793 -0.361
C 0.0839 -1.5973 -5.8269 0.0389 0.0047 -0.1148 -0.028
C 0.3468 -0.4971 -6.6032 -0.0024 -0.0462 -0.0717 -0.082
C 0.5826 0.7320 -5.9917 -0.0133 -0.0015 0.0149 -0.070
C 0.5226 0.7757 -4.6180 0.1386 -0.0692 0.0648 -0.172
N 0.2475 -0.2712 -3.8314 -0.3104 -0.4688 0.2560 0.069
H -0.1184 -3.4430 -4.0838 -0.0179 -0.0088 -0.0748 0.092
H 0.0776 -2.5238 -2.6744 0.0724 0.0799 0.0329 0.045
H -0.0882 -2.5709 -6.2709 0.0037 0.0448 0.0288 0.106
H 0.3826 -0.5918 -7.6824 -0.0043 0.0009 0.0256 0.103
H 0.8084 1.6231 -6.5604 0.0110 -0.0173 0.0295 0.100
H 0.7272 1.7039 -4.1064 0.0123 0.0187 0.0188 0.056
C -0.5770 4.1312 2.8248 0.0013 -0.0200 -0.0859 -0.090
C 0.1291 2.9468 2.6732 -0.0316 0.0786 -0.0286 -0.069
C 0.3928 2.4475 1.4040 -0.0458 0.0178 0.0066 -0.120
C -0.0454 3.1238 0.2678 -0.0066 -0.0503 -0.0073 -0.327
C -0.7693 4.3018 0.4288 -0.0209 0.0041 -0.0048 -0.101
C -1.0297 4.8046 1.6968 0.0324 -0.0380 0.0179 -0.088
As 0.4022 2.3680 -1.4928 0.1279 1.2598 0.2025 1.333
C -0.9144 3.2288 -2.6584 -0.0480 -0.1875 -0.0819 -0.363
C -1.8457 2.4163 -3.3039 0.0197 0.0798 -0.0047 -0.133
C -2.8033 2.9668 -4.1445 0.0328 0.0302 0.0285 -0.074
C -2.8396 4.3392 -4.3482 0.0452 0.0125 0.0331 -0.090
C -1.9053 5.1552 -3.7216 -0.0394 -0.0462 -0.0129 -0.082
C -0.9423 4.6017 -2.8880 -0.0393 -0.0368 -0.0607 -0.124
C 1.9480 3.5026 -1.9165 -0.0010 -0.0587 0.0365 -0.373
C 2.8647 3.8180 -0.9176 -0.0206 0.0595 -0.0357 -0.157
C 4.0237 4.5216 -1.2143 -0.0503 0.0187 -0.0311 -0.118
C 4.2859 4.9142 -2.5192 -0.0516 -0.0283 -0.0738 -0.097
C 3.3713 4.6150 -3.5202 0.0232 -0.0109 0.0560 -0.095
C 2.2095 3.9172 -3.2171 0.0300 0.0639 -0.0133 -0.144
H -0.7829 4.5226 3.8136 -0.0110 -0.0092 -0.0098 0.097
H 0.4700 2.3980 3.5422 0.0036 -0.0037 0.0010 0.103
H 0.9245 1.5118 1.3051 0.0089 -0.0305 -0.0076 0.043
H -1.1639 4.8282 -0.4301 0.0290 -0.0070 0.0113 0.084
H -1.5972 5.7221 1.8004 0.0048 -0.0209 0.0022 0.099
H -1.8251 1.3495 -3.1307 -0.0302 -0.0112 0.0169 0.078
H -3.5240 2.3218 -4.6333 0.0219 0.0091 0.0198 0.106
H -3.5910 4.7738 -4.9966 0.0140 -0.0020 0.0032 0.097
H -1.9225 6.2255 -3.8835 0.0005 0.0166 -0.0079 0.099
H -0.2040 5.2441 -2.4281 0.0559 0.0387 0.0265 0.103
H 2.6777 3.5072 0.1007 -0.0185 0.0013 0.0596 0.084
H 4.7255 4.7549 -0.4239 0.0109 -0.0142 0.0055 0.100
H 5.1998 5.4467 -2.7560 -0.0370 -0.0078 0.0089 0.099
H 3.5650 4.9124 -4.5437 -0.0032 0.0079 0.0183 0.100
H 1.5053 3.7114 -4.0130 -0.0251 -0.0478 -0.0287 0.092

Record 2
122
Properties=species:S:1:pos:R:3:forces:R:3:lowdin_charge:R:1 method="wB97M-V/def2-TZVPD" multiplicity=2 charge=-1 homo_ev="-4.28 / -4.28" homo_lumo_gap_ev="3.7012 / 2.2717" lumo_energy_ev="-0.576 / -2.005"
Ti 6.5381 14.5697 8.3689 1.0864 1.0363 2.3593 0.888
C 7.7333 8.0861 11.6623 0.3638 2.0172 0.9834 -0.209
Si 9.2269 7.5444 12.5536 2.1148 -3.7095 2.6913 0.653
C 9.0570 7.0586 14.5053 -1.1832 0.5519 -2.9543 -0.319
C 9.1494 5.7085 14.8056 -0.8322 -2.0915 0.1738 -0.144
C 9.0231 5.2026 16.1498 -1.4184 0.3792 0.2773 -0.078
C 8.7547 6.1711 17.2141 0.5002 -1.5193 -3.2131 -0.064
C 8.8566 7.5489 16.7945 0.1702 -0.4956 2.5138 -0.145
C 8.7963 8.0200 15.4495 1.4591 -0.0643 2.0595 -0.408
P 8.7985 9.8460 15.0026 0.8670 -1.2753 2.1099 1.119
C 7.0943 10.3038 15.5809 0.9821 -0.1754 -1.2910 -0.361
C 6.4212 9.7539 16.6755 0.8987 0.0850 -1.1281 -0.071
C 5.3297 10.5210 17.0942 -0.7927 2.0293 -0.2783 -0.051
C 4.9318 11.7121 16.3382 4.8605 -5.6701 -1.7840 -0.026
C 5.5767 12.0123 15.0695 -6.8530 4.5459 3.9089 -0.126
C 6.6109 11.3383 14.7165 6.1995 -2.0707 -1.2190 -0.192
C 10.0883 10.2821 16.4137 1.3037 3.6543 0.1480 -0.237
C 10.3552 11.7249 16.9149 1.8433 -8.6472 0.5110 -0.013
C 11.3376 11.9872 17.8813 -3.4665 3.7522 -3.8184 -0.115
C 12.2385 11.0713 18.1415 4.9169 -4.8261 3.1709 -0.120
C 12.1597 9.8008 17.5976 0.1565 -3.0103 -1.8716 -0.101
C 11.1582 9.4055 16.7131 -2.1804 1.1290 0.8107 -0.219
C 10.8936 8.5008 12.6150 1.8928 -0.6614 -1.6429 -0.237
C 11.4751 9.0746 13.7849 -0.1292 0.0250 -0.3825 -0.153
C 12.6591 9.7661 13.7717 0.7310 -3.0456 -5.9535 -0.024
C 13.5081 9.6307 12.5910 0.6714 2.4919 3.6800 -0.044
C 12.9465 9.2954 11.4257 0.0038 -0.4951 0.4311 -0.179
C 11.7956 8.5155 11.4652 -1.6174 0.4527 0.8941 -0.416
P 12.0307 7.1965 10.2449 -1.9274 0.6116 -2.5028 1.084
C 11.8246 8.3345 8.6774 -0.1830 0.5216 -0.9407 -0.270
C 12.7455 7.8718 7.6184 -5.0512 6.6579 2.1672 -0.180
C 12.8802 8.4904 6.4746 -0.5030 2.3151 -3.5960 -0.078
C 12.1204 9.7615 6.1548 2.9621 -2.7921 -2.9153 -0.099
C 11.3037 10.1627 7.1042 -5.6042 0.9004 3.4249 -0.141
C 10.9325 9.4138 8.3502 5.1797 -2.0459 -1.5160 -0.036
C 13.8620 6.6905 10.3186 -3.0556 -0.4208 3.2200 -0.395
C 13.9690 6.0567 11.5388 1.4093 -1.1856 3.2472 -0.076
C 15.3331 5.6490 12.1779 -4.2529 0.8114 -2.0783 -0.069
C 16.4071 6.0225 11.5256 -2.7182 0.6307 -7.7335 -0.035
C 16.1591 6.3142 9.9604 1.5176 2.3549 4.1068 -0.030
C 14.9888 6.8055 9.5471 -1.9702 1.5770 -3.2803 -0.173
H 7.7425 9.1073 12.1575 -0.8836 -0.5962 -0.7652 0.022
H 6.8232 7.5253 11.9375 0.5495 0.3036 -0.4167 0.050
H 7.9673 8.2407 10.6093 -0.4768 -0.2155 -0.0660 0.022
H 9.0407 5.0410 13.8695 0.8889 0.6160 1.9672 0.085
H 8.9627 4.0559 16.3796 0.1873 2.3644 -0.6061 0.117
H 8.3909 5.7114 18.1808 1.1012 1.3435 -0.7787 0.110
H 9.2327 8.1821 17.6611 -1.6222 -0.0532 -1.2028 0.125
H 6.8972 8.7867 17.0531 -1.2201 1.7011 0.2130 0.108
H 4.8690 10.3633 18.0861 0.0861 -0.0950 -0.7579 0.104
H 4.3011 12.3310 16.7656 -3.3082 2.8988 1.6956 0.033
H 5.1038 12.9947 14.7023 1.3342 -1.6498 -0.4027 0.129
H 7.3977 11.7016 13.9355 -1.9044 -0.7948 1.0499 0.080
H 9.6741 12.3670 16.6537 -3.4786 3.9456 -1.3402 0.019
H 11.3148 13.0722 17.8984 0.9794 -0.0496 1.9358 0.090
H 13.0723 10.9332 18.9189 -1.1982 2.0302 -0.9565 0.140
H 12.8704 8.8712 17.6564 -0.6462 2.4482 0.9348 0.141
H 11.0337 8.3641 16.4460 0.5342 -0.0323 0.0260 0.082
H 11.2968 8.7819 14.8084 -1.5416 0.2675 -0.6218 0.043
H 13.1413 10.0365 14.5846 1.7775 1.2862 4.2093 0.049
H 14.6302 9.7651 12.7359 -1.6130 0.5353 -0.5382 0.135
H 13.4941 9.4618 10.5434 0.6667 -0.5038 -1.2072 0.093
H 13.0256 7.0231 7.8925 3.3953 -7.2384 1.1384 -0.009
H 13.4564 7.9340 5.7271 -0.0927 0.7437 -0.1649 0.106
H 12.1473 10.1789 5.0395 0.1171 -0.6821 2.9039 0.140
H 10.4921 10.9613 6.9937 1.6486 -0.6655 -0.5053 0.112
H 10.1442 9.6636 8.9909 -0.9466 0.8158 0.7045 0.062
H 13.0868 5.9824 12.3205 1.5709 -0.0459 -2.0015 0.132
H 15.4225 4.9834 12.9753 -0.4702 -0.1991 1.9890 0.076
H 17.3672 6.1332 11.7424 3.9639 -0.4059 1.5706 0.041
H 16.7766 7.0102 9.4337 2.2650 -0.7794 -0.2786 0.079
H 14.8246 7.4745 8.5658 1.0807 -1.8643 2.1153 0.144
O 4.9672 15.4045 8.0278 -2.0171 -1.0456 -0.4245 -0.379
H 7.6940 13.7139 10.6921 -0.7478 1.8733 -1.5998 0.022
H 4.0232 15.0712 7.8638 2.2098 0.8586 0.3424 0.070
N 6.4957 12.9152 8.1348 -0.1996 -0.6516 -0.3801 -0.174
C 11.8843 14.0710 20.5725 -2.3642 0.7919 2.5809 -0.562
N 11.0998 14.3508 21.4423 2.3516 -0.8642 -2.6331 -0.310
C 11.3015 18.5470 13.0884 1.0734 -0.6146 -0.0550 -0.350
N 12.0856 17.6753 12.9708 -0.6969 0.9786 0.2415 -0.169
C 11.1358 14.8762 12.4597 -1.8964 2.2403 1.6196 -0.066
C 9.6124 14.4558 12.3905 2.0110 -3.4797 -1.9941 -0.522
C 9.1585 14.2018 13.7453 1.0394 -1.5030 1.9242 -0.134
C 9.5142 12.9217 11.7587 -2.7225 1.3131 -0.8485 -0.057
P 8.6663 15.5526 11.2610 -1.9784 1.3861 -0.6915 1.113
N 7.5992 14.6908 10.2063 0.8235 -2.0118 1.7307 -0.289
C 7.5063 16.7912 12.2807 1.5480 1.2732 -2.4539 -0.627
C 6.6117 17.5301 11.3074 -2.4830 -0.7640 -2.5985 -0.124
C 8.3741 17.9047 12.8135 1.7085 -1.2870 0.5009 -0.116
C 6.6986 16.0844 13.2854 -1.0969 -0.8097 1.0469 -0.098
C 9.7885 16.3241 9.9821 -0.3296 -0.8138 -1.8322 -0.565
C 8.8524 16.8708 8.8421 0.4885 0.5212 0.8383 -0.097
C 10.9173 17.3352 10.1463 -1.0664 1.4004 1.0557 -0.115
C 10.5711 15.0921 9.3433 1.6316 0.3881 -0.1211 -0.098
H 11.8952 14.1913 12.6214 0.7823 -2.5289 -0.0475 0.072
H 11.3708 15.5672 13.3235 -0.9414 -0.3049 -0.9580 0.080
H 11.3955 15.4323 11.6155 0.5458 0.6111 -0.8050 -0.017
H 9.3413 14.9772 14.3905 -0.5758 2.7982 1.4187 0.061
H 9.9926 13.6151 14.2359 -1.1204 -0.6186 -0.8005 0.128
H 8.1877 13.7550 13.8660 -0.2059 -0.1920 0.1756 0.063
H 9.5645 12.9849 10.6829 0.1275 -0.2100 -0.3915 0.024
H 8.5173 12.3383 11.9740 1.5693 1.3982 -0.0493 0.103
H 10.2756 12.2639 12.0387 1.4475 -0.5868 1.0249 0.056
H 5.6747 16.9182 10.9708 1.5586 0.8885 0.5750 0.111
H 7.0748 17.8819 10.3684 0.0439 -0.4394 0.6790 0.054
H 6.2302 18.4990 11.6428 -0.0319 -0.3525 0.8823 0.088
H 7.7051 18.6335 13.2351 0.1857 0.4771 0.5722 0.090
H 9.0570 18.3455 12.0800 -0.6093 0.2118 -0.1415 0.035
H 9.1344 17.4856 13.4939 -0.5732 0.5587 0.4285 0.054
H 6.4094 15.1107 12.8574 -0.6404 0.3021 0.2160 0.077
H 5.7947 16.7051 13.6095 1.1605 -0.9250 -0.5253 0.128
H 7.2970 15.8300 14.1533 -0.1107 0.2464 0.2792 0.069
H 8.5741 16.0632 8.1868 0.6117 -0.3840 -1.2294 0.027
H 9.3778 17.7636 8.4181 -0.6676 -1.1397 -0.3313 0.116
H 7.8805 17.1756 9.1640 -0.2656 0.5929 0.4295 0.014
H 10.6842 18.3531 10.6005 -0.3606 -0.9055 -1.2768 0.080
H 11.3835 17.3709 9.1238 0.1826 0.1650 1.4410 0.109
H 11.4232 17.0231 11.0364 1.7265 -0.1974 -0.2725 -0.008
H 10.7392 15.3178 8.2635 0.3684 0.4128 0.7761 0.090
H 10.0234 14.1710 9.2171 -0.2794 -0.3692 0.6649 0.038
H 11.6063 14.9334 9.8819 -2.2238 0.1114 -1.3554 0.131
H 9.5384 6.0343 12.1767 -0.0865 1.4426 -0.2602 0.006

The records above yield energy above the lowest of the compared OMol25 structures with the same formula, charge and spin values of 71.83, 1927.31 kJ/mol, respectively.